# 1
Here is a structure of composition C28H32N4O4PRuS4 in a non-equilibrium geometry from the Open Molecules 2025 dataset. Energies are from ωB97M-V with the def2-TZVPD basis set.

XYZ file:
```
74
Properties=species:S:1:pos:R:3:forces:R:3:mulliken_spin:R:1
Ru -0.934 0.539 -0.404 2.135 1.631 1.786 0.99
S 3.925 1.214 -3.589 0.399 0.020 0.675 0.00
C 5.521 1.232 -4.178 0.190 0.013 0.285 0.00
C 6.451 1.290 -3.176 -0.180 -0.037 -0.764 0.00
C 5.873 1.322 -1.904 -0.946 -0.004 0.270 0.00
C 4.492 1.290 -1.931 0.652 -0.036 -1.092 0.00
C 3.569 1.295 -0.830 -0.621 0.165 0.840 0.00
C 2.173 1.313 -1.065 0.537 0.046 -0.464 0.00
N 1.276 1.302 -0.107 -2.001 -1.225 0.057 0.00
C 1.665 1.281 1.189 0.482 -0.058 0.320 -0.01
C 3.040 1.282 1.536 -0.712 0.126 -0.353 -0.01
C 3.401 1.267 2.917 -0.163 -0.058 0.419 0.00
C 2.462 1.232 3.891 0.330 0.002 -0.203 0.00
C 1.070 1.200 3.576 -0.386 0.022 -0.737 -0.01
C 0.068 1.126 4.547 -0.573 0.018 -0.341 0.00
C -1.276 1.090 4.174 0.917 0.160 -0.429 -0.01
C -1.557 1.113 2.783 -0.264 0.055 0.506 0.00
N -0.628 1.201 1.868 -0.099 -0.654 -1.805 0.00
C 0.676 1.231 2.217 0.272 0.057 0.549 0.01
C -2.339 1.086 5.136 -1.052 -0.005 0.717 0.00
C -2.254 1.140 6.518 0.229 -0.044 -1.020 0.00
C -3.499 1.205 7.142 -0.910 0.001 -0.198 0.00
C -4.543 1.193 6.249 0.387 -0.002 0.282 0.00
S -4.018 1.099 4.636 0.673 0.025 0.375 0.00
C 3.980 1.286 0.503 -0.366 -0.056 -0.508 0.00
H 5.695 1.202 -5.236 0.064 -0.008 -0.224 0.00
H 7.510 1.308 -3.355 0.195 0.012 -0.053 0.00
H 6.457 1.373 -1.005 0.089 0.012 0.256 0.00
H 1.797 1.353 -2.084 -0.011 -0.164 0.133 0.00
H 4.448 1.268 3.171 0.154 0.040 0.041 0.00
H 2.744 1.221 4.933 0.103 -0.018 0.108 0.00
H 0.348 1.110 5.589 0.023 -0.016 0.108 0.00
H -2.580 1.070 2.423 0.052 -0.021 0.018 0.00
H -1.331 1.139 7.067 0.241 0.020 0.069 0.00
H -3.637 1.268 8.205 -0.048 -0.012 0.210 0.00
H -5.592 1.236 6.468 -0.180 -0.014 0.046 0.00
H 5.030 1.272 0.746 0.146 -0.013 0.054 0.00
C -5.112 4.272 -0.724 -0.273 0.520 -0.184 0.00
O -4.622 3.017 -0.255 0.399 -0.461 0.042 0.00
C -3.389 2.612 -0.449 0.198 0.444 -0.151 -0.01
O -3.086 1.471 -0.119 0.894 -1.264 0.113 0.05
N -2.477 3.474 -0.977 -0.041 0.401 -0.221 0.00
N -1.155 3.044 -1.187 -0.034 -0.870 0.142 0.00
H -6.185 4.241 -0.543 0.158 0.030 -0.027 0.00
H -4.938 4.393 -1.794 0.005 -0.082 0.022 0.00
H -4.683 5.109 -0.168 0.047 -0.121 0.048 0.00
H -2.732 4.419 -1.249 0.088 -0.329 0.119 0.00
H -0.503 3.557 -0.588 -0.280 -0.141 -0.180 0.00
H -0.885 3.152 -2.166 -0.189 0.017 0.284 0.00
C -2.114 -5.234 -2.252 -0.022 0.228 0.196 0.00
C -2.841 -3.920 -2.047 -0.486 -0.395 -0.499 0.00
C -3.117 -3.179 -3.340 -0.052 0.068 0.295 0.00
O -2.102 -3.065 -1.114 0.374 0.393 0.149 0.00
P -0.792 -2.255 -1.320 0.337 -0.639 -0.241 0.01
S -0.252 -1.700 0.572 -0.838 1.891 -1.588 -0.04
S -0.939 -0.620 -2.582 -0.077 0.314 1.999 0.01
O 0.226 -3.270 -1.956 -0.747 0.117 0.302 0.00
C 1.570 -2.982 -2.411 0.785 0.065 -0.258 0.00
C 1.787 -3.826 -3.656 -0.184 0.271 0.244 0.00
C 2.543 -3.323 -1.296 -0.274 0.091 -0.039 0.00
H -2.758 -5.923 -2.792 -0.092 -0.019 -0.079 0.00
H -1.876 -5.679 -1.291 0.084 -0.104 0.080 0.00
H -1.200 -5.083 -2.819 0.047 -0.077 -0.058 0.00
H -3.774 -4.094 -1.500 0.196 0.084 -0.119 0.00
H -2.190 -2.991 -3.884 -0.009 -0.050 -0.098 0.00
H -3.610 -2.229 -3.136 -0.009 0.028 -0.067 0.00
H -3.776 -3.777 -3.965 0.017 -0.064 -0.054 0.00
H 1.626 -1.914 -2.666 -0.051 -0.134 0.052 0.00
H 1.675 -4.878 -3.408 0.003 -0.132 -0.011 0.00
H 2.786 -3.661 -4.046 0.124 0.020 -0.039 0.00
H 1.064 -3.559 -4.423 -0.041 -0.026 -0.102 0.00
H 2.433 -4.370 -1.029 0.022 -0.140 0.046 0.00
H 2.358 -2.718 -0.410 0.039 0.030 0.015 0.00
H 3.563 -3.159 -1.628 0.123 0.053 -0.067 0.00
```
Forces are in eV/Å.

LUMO (alpha / beta) ... -7.5 / -7.1 eV
Electronic energy ... -3634.76383 a.u.
Multiplicity ... 2
Total charge ... +2
Frontier orbital gap (alpha / beta) ... 5.047 / 5.450 eV

=====

# 2
Here is a structure of composition C28H32N9S2Ti from the Open Molecules 2025 dataset. Energies are from ωB97M-V with the def2-TZVPD basis set.

XYZ file:
```
72
Properties=species:S:1:pos:R:3:forces:R:3:mulliken_spin:R:1
Ti 0.085 -0.005 0.275 0.090 0.031 0.094 0.96
C -3.837 -1.327 -1.457 0.000 -0.021 0.002 0.00
C -2.436 -0.882 -1.189 -0.042 -0.013 0.027 -0.02
N -2.018 -0.533 -0.018 -0.028 0.019 0.001 -0.01
N -2.933 -0.598 0.994 0.065 -0.005 0.095 0.00
C -2.409 -0.409 2.187 -0.023 0.077 -0.105 0.01
N -3.251 -0.410 3.225 0.008 -0.028 0.025 0.00
S -0.714 -0.173 2.541 -0.105 0.046 -0.102 -0.02
C -1.421 -0.890 -2.257 0.026 -0.006 -0.021 0.04
C -1.724 -1.257 -3.563 0.012 0.001 -0.014 0.00
C -0.725 -1.245 -4.523 -0.006 -0.004 -0.001 0.00
C 0.552 -0.853 -4.157 0.005 0.006 0.005 0.00
C 0.780 -0.512 -2.836 -0.005 -0.007 -0.001 0.02
N -0.168 -0.546 -1.898 -0.033 0.053 -0.022 -0.02
H -4.506 -0.935 -0.698 0.001 -0.007 0.005 0.00
H -3.895 -2.418 -1.414 -0.004 0.001 0.000 0.00
H -4.178 -1.017 -2.443 0.009 -0.001 -0.003 0.00
H -4.231 -0.582 3.071 0.000 -0.002 0.000 0.00
H -2.906 -0.322 4.164 -0.003 -0.004 0.000 0.00
H -2.724 -1.562 -3.828 -0.012 0.005 0.007 0.00
H -0.944 -1.536 -5.541 0.001 0.001 -0.001 0.00
H 1.360 -0.813 -4.873 0.002 -0.001 0.001 0.00
H 1.763 -0.191 -2.515 -0.001 -0.002 -0.013 -0.01
C 1.994 3.501 2.454 0.015 0.005 -0.002 0.00
C 3.275 3.526 1.933 -0.010 0.006 0.009 0.01
C 3.679 2.498 1.096 -0.009 -0.005 0.008 -0.01
C 2.785 1.482 0.804 -0.041 0.021 0.029 0.01
N 1.529 1.470 1.288 0.029 -0.038 -0.057 0.00
C 1.151 2.464 2.096 0.005 -0.008 -0.007 0.03
C 3.146 0.280 0.025 0.013 0.046 0.012 0.03
C 4.411 0.025 -0.483 0.014 0.000 -0.005 -0.01
C 4.661 -1.212 -1.053 0.001 0.007 -0.003 0.02
C 3.668 -2.178 -1.049 -0.006 -0.002 0.004 -0.01
C 2.425 -1.852 -0.532 -0.023 -0.030 0.009 0.01
N 2.161 -0.622 -0.069 0.029 -0.072 -0.022 -0.02
C 1.319 -2.817 -0.345 0.007 0.012 -0.003 0.02
C 1.430 -4.161 -0.656 -0.008 0.004 0.012 0.00
C 0.389 -5.014 -0.326 0.000 0.001 -0.008 0.00
C -0.718 -4.494 0.319 -0.005 -0.010 0.004 0.00
C -0.763 -3.134 0.575 -0.023 0.027 0.002 0.02
N 0.223 -2.299 0.237 0.092 -0.095 -0.037 -0.02
H 1.641 4.272 3.123 -0.001 0.000 0.000 0.00
H 3.958 4.327 2.182 0.001 0.000 0.000 0.00
H 4.680 2.488 0.692 0.000 -0.001 -0.002 0.00
H 0.135 2.415 2.461 -0.001 0.009 0.002 0.00
H 5.196 0.762 -0.414 -0.001 0.002 0.000 0.00
H 5.637 -1.436 -1.460 0.001 0.002 0.001 0.00
H 3.872 -3.169 -1.427 -0.001 -0.003 0.002 0.00
H 2.319 -4.548 -1.131 0.002 -0.002 0.000 0.00
H 0.453 -6.070 -0.553 0.003 0.000 0.004 0.00
H -1.541 -5.124 0.626 0.000 0.003 0.002 0.00
H -1.618 -2.700 1.074 0.007 0.008 0.000 0.00
C -3.847 2.147 -2.340 -0.022 -0.012 0.014 0.00
N -2.760 2.503 -1.432 -0.002 -0.004 0.006 0.00
C -3.170 2.635 -0.035 -0.018 0.003 0.015 0.00
C -1.487 2.608 -1.831 -0.022 -0.008 0.008 -0.01
S -0.173 2.367 -0.724 -0.023 -0.040 0.067 0.00
N -1.238 2.987 -3.090 -0.005 0.002 -0.018 0.00
C 0.091 2.885 -3.686 0.000 0.006 0.000 0.00
C -2.135 3.893 -3.817 0.014 0.013 0.002 0.00
H -4.468 1.407 -1.835 0.005 0.018 -0.005 0.00
H -3.445 1.707 -3.250 -0.005 -0.003 0.002 0.00
H -4.477 2.999 -2.596 -0.001 -0.008 0.002 0.00
H -4.036 3.297 0.000 0.005 0.002 -0.001 0.00
H -2.367 3.067 0.551 0.002 -0.002 -0.001 0.00
H -3.449 1.667 0.382 0.000 0.005 -0.007 0.00
H 0.648 2.073 -3.236 -0.005 0.004 0.003 0.00
H 0.646 3.815 -3.546 0.000 -0.001 -0.001 0.00
H -0.028 2.701 -4.753 0.002 0.000 -0.003 0.00
H -2.824 4.373 -3.128 0.015 -0.001 -0.013 0.00
H -2.694 3.382 -4.601 0.005 -0.001 -0.004 0.00
H -1.522 4.665 -4.279 0.004 0.004 0.002 0.00
```
Forces are in eV/Å.

LUMO (alpha / beta) ... -5.7 / -6.1 eV
Electronic energy ... -3224.54733 a.u.
Multiplicity ... 2
Total charge ... +2
Relative energy (zero: lowest compared OMol25 entry of this formula, charge and spin) ... 0.00 kcal per mole
Frontier orbital gap (alpha / beta) ... 7.447 / 7.252 eV

=====

# 3
Here is a structure of composition C28H33B2ClN2O3SSr in a non-equilibrium geometry from the Open Molecules 2025 dataset. Energies are from ωB97M-V with the def2-TZVPD basis set.

XYZ file:
```
71
Properties=species:S:1:pos:R:3:forces:R:3:mulliken_charge:R:1
C -4.187 -1.115 2.906 0.018 0.445 -0.554 -1.06
C -4.640 -0.371 1.542 0.225 0.311 1.086 -0.12
C -4.005 1.134 1.534 -0.833 -0.834 -0.833 -0.60
C -3.885 1.595 -0.013 0.053 0.861 0.061 -1.28
C -2.447 2.151 -0.423 3.481 0.130 -1.406 0.23
C -1.970 3.637 -0.230 1.364 -2.350 -1.100 0.45
C -3.034 4.622 0.479 0.686 0.057 -0.306 -0.52
C -3.780 5.464 -0.661 -2.824 -1.251 -2.249 0.52
O -4.701 5.015 -1.386 4.254 1.802 3.453 -0.45
Cl -3.204 7.202 -0.935 -0.368 -1.821 0.456 -0.17
C -0.548 4.096 -0.689 -0.831 -3.234 -0.344 -0.54
C 0.499 3.116 -1.344 -4.127 -1.649 1.441 -0.74
C 0.023 1.647 -1.512 -2.447 1.343 1.528 0.73
C -1.412 1.159 -1.070 0.673 4.320 0.825 -0.63
N -1.868 -0.242 -1.223 2.296 -1.044 -0.829 0.83
B -2.384 -0.538 -2.612 -0.409 0.900 -1.103 0.54
N -1.865 0.312 -3.767 -1.989 -1.242 0.669 -0.56
O -3.398 -1.581 -2.890 2.455 0.649 0.655 -0.71
C -0.855 -1.231 -0.742 0.700 -2.494 1.867 -1.41
C -1.411 -2.421 0.199 4.359 0.460 -0.469 -1.09
C -0.332 -3.464 0.726 0.186 2.805 -1.940 -0.42
C 1.210 -3.349 0.384 -2.435 2.268 -1.886 -0.04
B 2.157 -4.519 1.023 1.236 -1.638 0.942 0.56
O 3.313 -5.095 0.364 -2.549 0.714 -0.104 -0.53
C 1.790 -5.149 2.500 -0.546 0.497 -0.310 -0.56
C 1.320 -4.037 3.571 -0.861 -0.794 0.323 -0.67
C 1.758 -2.175 -0.553 -3.268 -0.719 1.016 -0.12
C 3.300 -2.057 -0.934 0.070 0.731 -0.376 -0.60
C 3.948 -0.622 -0.668 1.670 3.834 -0.212 0.36
C 3.843 0.208 0.635 1.791 1.176 -3.073 -0.24
C 4.556 1.610 0.704 0.341 -1.207 -2.382 -0.54
C 5.376 2.221 -0.471 -1.323 -2.880 -0.838 0.68
C 6.144 3.619 -0.426 0.231 0.202 0.010 -1.09
C 5.453 1.398 -1.787 -2.004 -1.966 2.685 -0.70
C 4.760 0.018 -1.855 -0.335 1.504 2.454 -0.32
C 0.679 -1.147 -1.107 -1.460 -0.999 1.423 0.99
S 1.118 0.294 -2.216 -1.126 -0.238 1.798 -0.15
H -4.113 -0.369 3.776 -0.283 -1.151 -1.287 0.35
H -4.926 -1.943 3.169 1.269 0.998 -0.255 0.32
H -3.113 -1.509 2.724 -1.755 0.392 0.489 0.17
H -5.790 -0.309 1.430 1.888 -0.075 0.293 0.39
H -4.265 -1.008 0.670 -0.391 1.050 0.935 -0.03
H -4.765 1.823 2.047 1.318 -1.012 -0.521 0.31
H -3.009 1.154 2.094 -1.344 -0.008 -0.882 0.40
H -4.638 2.441 -0.196 1.122 -1.266 0.082 0.55
H -4.231 0.699 -0.656 0.896 1.622 0.814 0.28
H -3.852 4.055 1.055 1.345 0.675 -1.092 0.09
H -2.479 5.264 1.249 -0.900 -0.644 -1.420 0.52
H -0.224 5.175 -0.517 -0.608 -1.657 -0.281 0.38
H 1.547 3.448 -1.647 -1.759 -0.562 0.509 0.41
H -2.721 0.814 -4.099 0.987 -0.040 -0.005 0.24
H -1.624 -0.321 -4.547 -0.083 0.536 0.213 0.19
H -3.659 -1.557 -3.839 0.233 0.125 0.833 0.34
H -2.524 -2.501 0.477 1.844 0.345 -0.344 0.81
H -0.727 -4.304 1.403 0.872 1.385 -1.109 0.25
H 3.068 -5.890 -0.161 0.545 0.648 0.531 0.32
H 2.629 -5.802 2.917 -1.100 0.960 -0.786 0.35
H 0.880 -5.848 2.312 1.390 0.850 0.393 0.28
H 1.450 -4.476 4.632 -0.063 0.992 -1.722 0.33
H 0.176 -3.904 3.440 1.899 0.170 0.325 0.17
H 1.847 -3.024 3.463 -0.739 -1.595 0.247 0.20
H 3.368 -2.249 -2.075 -0.105 0.352 1.779 0.33
H 3.978 -2.837 -0.448 -1.456 0.795 -0.452 0.30
H 3.239 -0.198 1.521 1.093 0.828 -1.390 0.31
H 4.492 2.256 1.656 0.012 -1.379 -1.624 0.30
H 6.577 3.912 -1.459 -0.867 -0.800 1.587 0.31
H 7.058 3.603 0.285 -1.643 -0.170 -1.014 0.29
H 5.478 4.507 -0.116 0.858 -1.577 -0.314 0.29
H 6.007 1.757 -2.731 -0.945 -0.508 1.866 0.23
H 4.823 -0.574 -2.835 -0.068 0.977 1.614 0.22
Sr -1.278 -3.689 -2.049 0.184 0.094 -0.394 1.76
```
Forces are in eV/Å.

LUMO ... -7.8 eV
Electronic energy ... -2359.86992 a.u.
Total charge ... +2
Relative energy (zero: lowest compared OMol25 entry of this formula, charge and spin) ... 368.56 kcal per mole
Frontier orbital gap ... 4.843 eV